(1)
The following is a DFT calculation (the ωB97M-V functional and the def2-TZVPD basis) of a cluster of 11 separate species, H24NO10 in total at a distorted geometry.

The geometry in ORCA input format:
```
! wB97M-V def2-TZVPD RIJCOSX def2/J DEFGRID3
* xyz 1 1
N 0.352 0.201 -0.195
H 0.392 -0.794 -0.337
H -0.546 0.457 -0.005
H 0.854 0.743 -0.892
H 0.866 0.387 0.716
O 0.506 -3.165 -0.577
H 0.106 -3.822 -1.133
H 0.121 -3.055 0.248
O 2.658 2.444 -1.587
H 2.700 3.205 -0.956
H 2.075 2.833 -2.313
O -0.612 0.662 -3.185
H -1.563 0.425 -2.839
H -0.491 1.762 -3.109
O -1.799 -0.130 2.094
H -2.608 0.317 1.772
H -1.484 0.033 2.968
O -0.700 -2.466 1.632
H -1.184 -1.678 2.022
H -0.750 -3.317 2.113
O 1.683 -1.318 -2.486
H 1.671 -2.290 -2.083
H 0.828 -1.002 -2.905
O 0.579 2.437 1.300
H -0.109 2.955 1.839
H 1.452 2.698 1.790
O -1.823 2.525 -0.074
H -2.233 3.144 0.497
H -1.328 3.212 -0.498
O 2.799 -1.073 2.693
H 3.128 -0.956 1.830
H 3.426 -0.823 3.345
O -2.682 -1.381 -0.816
H -2.839 -2.222 -0.618
H -3.443 -0.949 -0.252
*
```

Computed properties:
Molecular weight, g/mol: 198.189
HOMO-LUMO gap, eV: 9.9217
Energy above the lowest of the compared OMol25 structures with the same formula, charge and spin, kJ/mol: 322.4
E_HOMO, eV: -13.213

(2)
The following is a DFT calculation (the ωB97M-V functional and the def2-TZVPD basis) of a cluster of 2 separate species, C9H21N2OSi in total at a distorted geometry.

The geometry in ORCA input format:
```
! wB97M-V def2-TZVPD RIJCOSX def2/J DEFGRID3
* xyz 1 1
C 1.305 1.105 -0.566
C 2.573 1.582 0.150
C 1.497 -0.170 -0.997
C 3.614 0.488 -0.154
C 2.742 -1.721 0.444
C -2.077 2.782 0.561
C -3.707 -0.435 0.769
C -1.997 -3.018 -0.222
C -0.821 1.834 -1.130
N 0.171 1.806 -0.306
N 2.810 -0.700 -0.656
O -1.933 2.446 -0.836
Si -2.038 -1.071 0.013
H 2.791 2.632 0.059
H 2.376 1.624 1.302
H -0.924 -0.803 1.090
H 0.746 -0.850 -1.200
H 4.130 0.944 -1.010
H 4.236 0.083 0.789
H 3.613 -2.226 0.594
H 2.181 -1.408 1.230
H 2.159 -2.502 0.131
H -2.969 3.386 0.786
H -1.033 3.251 0.719
H -2.302 1.981 1.235
H -4.382 -1.186 0.666
H -3.654 -0.411 1.802
H -3.901 0.614 0.387
H -2.294 -3.453 0.747
H -2.595 -3.237 -0.979
H -0.899 -3.281 -0.504
H -0.929 1.672 -2.242
H 3.099 -1.242 -1.489
H -1.587 -0.516 -1.184
*
```

Computed properties:
Molecular weight, g/mol: 201.366
HOMO-LUMO gap, eV: 9.9073
E_HOMO, eV: -12.631

(3)
The following is a DFT calculation (the ωB97M-V functional and the def2-TZVPD basis) of a structure of composition C36H99AgN9O13S at a distorted geometry.

The geometry in ORCA input format:
```
! wB97M-V def2-TZVPD RIJCOSX def2/J DEFGRID3
* xyz 0 2
Ag -2.731 1.522 -0.937
S -0.188 0.278 -0.195
O -1.082 1.263 0.449
O 1.179 0.720 -0.451
O -0.265 -0.997 0.518
O -0.908 0.257 -1.461
C 4.927 0.194 -1.612
C 4.480 1.545 -1.053
C 5.590 2.604 -1.352
O 6.846 2.237 -0.658
C 7.853 3.156 -1.069
N 3.212 1.786 -1.813
H 4.924 0.201 -2.702
H 4.266 -0.580 -1.224
H 5.989 0.078 -1.391
H 4.310 1.464 0.021
H 5.367 3.625 -1.039
H 5.743 2.677 -2.428
H 7.717 4.137 -0.614
H 8.062 3.301 -2.129
H 8.836 2.817 -0.742
H 2.825 2.661 -1.488
H 2.512 1.195 -1.387
C 2.383 -0.805 -5.197
C 1.252 -1.114 -4.251
C 1.635 -1.833 -2.884
O 2.147 -3.147 -3.141
C 2.548 -3.702 -1.946
N 0.479 0.071 -3.958
H 3.170 -0.380 -4.574
H 2.048 -0.019 -5.874
H 2.740 -1.633 -5.810
H 0.544 -1.826 -4.677
H 0.794 -1.877 -2.192
H 2.441 -1.323 -2.355
H 1.749 -3.759 -1.207
H 3.454 -3.192 -1.619
H 2.941 -4.709 -2.080
H 1.160 0.741 -3.628
H 0.026 -0.068 -3.066
C 1.676 2.267 3.306
C 2.247 3.209 2.197
C 3.793 3.031 1.914
O 4.523 3.603 2.937
C 5.871 3.912 2.570
N 1.470 3.067 0.958
H 2.078 2.423 4.306
H 1.761 1.224 3.000
H 0.597 2.349 3.436
H 2.079 4.209 2.596
H 4.100 3.446 0.954
H 4.091 1.987 2.011
H 6.243 4.566 3.359
H 5.977 4.542 1.686
H 6.633 3.150 2.405
H 0.488 2.956 1.168
H 1.611 2.181 0.492
C -5.491 3.818 -3.645
C -4.356 2.922 -3.189
C -2.950 3.584 -3.267
O -1.943 2.756 -2.659
C -0.602 3.292 -2.807
N -4.637 2.571 -1.809
H -5.498 4.788 -3.149
H -6.461 3.349 -3.480
H -5.430 4.067 -4.704
H -4.319 1.998 -3.766
H -2.968 4.627 -2.951
H -2.659 3.613 -4.317
H -0.676 4.355 -2.580
H -0.410 3.225 -3.878
H 0.170 2.729 -2.283
H -4.840 3.481 -1.421
H -5.567 2.188 -1.901
C -5.180 1.449 2.870
C -4.553 1.867 1.590
C -3.415 2.899 1.862
O -2.868 3.335 0.615
C -1.758 4.168 0.820
N -4.096 0.691 0.813
H -5.630 0.476 2.670
H -5.969 2.070 3.294
H -4.510 1.375 3.726
H -5.370 2.321 1.030
H -2.651 2.551 2.557
H -3.919 3.750 2.320
H -1.338 4.326 -0.173
H -1.009 3.820 1.532
H -2.048 5.178 1.109
H -4.960 0.206 0.616
H -3.672 -0.018 1.394
C -3.573 -2.310 -1.365
C -3.989 -1.477 -2.588
C -5.510 -1.310 -2.804
O -6.143 -2.521 -3.244
C -7.496 -2.352 -3.133
N -3.299 -0.205 -2.540
H -2.488 -2.267 -1.276
H -3.719 -3.389 -1.401
H -3.926 -1.873 -0.431
H -3.641 -1.950 -3.506
H -5.549 -0.580 -3.612
H -6.001 -0.994 -1.883
H -8.030 -3.301 -3.073
H -7.797 -1.835 -4.043
H -7.817 -1.865 -2.212
H -3.378 -0.027 -3.532
H -2.346 -0.530 -2.617
C -2.794 -1.971 4.329
C -2.146 -0.825 3.544
C -0.632 -0.639 3.694
O -0.369 -0.340 5.055
C 0.885 -0.767 5.486
N -2.436 -1.066 2.134
H -3.871 -1.889 4.179
H -2.627 -1.773 5.388
H -2.483 -2.983 4.072
H -2.659 0.068 3.900
H -0.340 0.213 3.081
H -0.118 -1.534 3.345
H 1.665 -0.178 5.005
H 1.030 -1.827 5.276
H 0.848 -0.662 6.571
H -2.144 -2.010 1.929
H -1.729 -0.594 1.588
C 2.632 -2.708 3.128
C 2.927 -1.653 2.159
C 4.484 -1.358 1.939
O 5.261 -1.368 3.179
C 4.952 -0.376 4.060
N 2.370 -1.859 0.818
H 1.553 -2.832 3.228
H 2.996 -2.402 4.108
H 3.086 -3.603 2.701
H 2.289 -0.859 2.547
H 4.725 -0.470 1.355
H 4.905 -2.193 1.378
H 5.296 -0.577 5.074
H 3.875 -0.255 4.170
H 5.418 0.524 3.657
H 2.463 -0.938 0.414
H 1.370 -1.998 0.848
C -0.539 -6.075 1.448
C -0.318 -4.701 0.787
C -1.067 -4.570 -0.619
O -0.699 -5.689 -1.464
C -0.661 -5.453 -2.860
N -0.950 -3.761 1.705
H 0.110 -6.719 0.855
H -1.554 -6.467 1.390
H -0.074 -6.001 2.431
H 0.770 -4.638 0.759
H -0.689 -3.646 -1.057
H -2.149 -4.462 -0.537
H 0.371 -5.250 -3.148
H -1.163 -4.562 -3.237
H -1.035 -6.313 -3.416
H -0.433 -3.826 2.571
H -0.528 -2.896 1.399
*
```

Computed properties:
Molecular weight, g/mol: 1006.173
HOMO-LUMO gap (alpha / beta), eV: 7.9974 / 5.6099
E_HOMO (alpha / beta), eV: -8.289 / -8.288
⟨S²⟩: 0.75

(4)
The following is a DFT calculation (the ωB97M-V functional and the def2-TZVPD basis) of a structure of composition C4H10BrHfO2 at a distorted geometry.

The geometry in ORCA input format:
```
! wB97M-V def2-TZVPD RIJCOSX def2/J DEFGRID3
* xyz 3 1
Hf 4.460 8.107 -2.114
Br 5.918 3.513 -2.213
C -2.753 0.097 1.051
O -1.534 -0.326 0.393
C -0.670 -1.112 1.175
C 0.751 -1.287 0.626
O 0.763 -1.811 -0.656
C 0.391 -0.894 -1.655
H -2.490 0.699 1.921
H -3.337 -0.760 1.387
H -3.378 0.655 0.354
H -1.124 -2.057 1.474
H -0.575 -0.589 2.127
H 1.205 -1.996 1.317
H 1.283 -0.336 0.632
H 0.930 0.032 -1.457
H -0.674 -0.692 -1.777
H 0.835 -1.244 -2.587
*
```

Computed properties:
Molecular weight, g/mol: 348.516
HOMO-LUMO gap, eV: 1.6864
Energy above the lowest of the compared OMol25 structures with the same formula, charge and spin, kJ/mol: 240.2
E_HOMO, eV: -17.423

(5)
The following is a DFT calculation (the ωB97M-V functional and the def2-TZVPD basis) of a cluster of 10 separate species, C25H45F3N4O23S3 in total at a distorted geometry.

The geometry in ORCA input format:
```
! wB97M-V def2-TZVPD RIJCOSX def2/J DEFGRID3
* xyz 0 1
O 7.001 1.562 1.191
C 5.911 1.229 1.497
O 4.933 0.889 0.639
C 3.685 0.864 1.356
C 4.146 0.665 2.777
F 4.267 -0.663 3.121
O 5.421 1.232 2.769
H 3.282 1.876 1.271
H 2.911 0.232 0.931
H 3.486 1.075 3.542
O -6.728 1.219 5.677
C -5.810 1.060 4.931
O -5.878 1.418 3.644
C -4.577 1.386 3.060
C -3.668 0.836 4.154
F -2.677 1.724 4.446
O -4.539 0.752 5.273
H -4.613 0.759 2.171
H -4.355 2.402 2.735
H -3.187 -0.117 3.950
O -1.107 -1.526 6.505
C -0.141 -1.311 5.854
O 1.102 -1.726 6.086
C 1.983 -1.008 5.211
C 1.031 -0.474 4.115
F 1.014 -1.487 3.174
O -0.202 -0.487 4.777
H 2.537 -0.262 5.783
H 2.737 -1.656 4.773
H 1.285 0.458 3.619
C -5.654 2.137 -2.248
N -4.584 1.374 -1.487
O -3.907 0.571 -2.100
O -4.454 1.616 -0.311
H -5.522 1.848 -3.284
H -5.343 3.167 -2.099
H -6.554 1.780 -1.760
C 4.961 -1.528 -2.184
N 3.535 -1.285 -2.449
O 2.757 -1.415 -1.519
O 3.205 -0.956 -3.563
H 5.441 -0.549 -2.134
H 5.369 -2.088 -3.019
H 5.136 -1.971 -1.207
C 0.716 0.959 -6.180
N 2.184 1.188 -6.430
O 2.601 0.979 -7.534
O 2.790 1.660 -5.496
H 0.540 0.034 -6.725
H 0.202 1.822 -6.595
H 0.473 0.849 -5.131
C 3.048 -4.499 -0.578
N 3.512 -4.137 0.794
O 2.975 -4.749 1.689
O 4.300 -3.231 0.932
H 3.010 -5.583 -0.533
H 3.721 -4.063 -1.306
H 2.057 -4.074 -0.714
O 0.703 4.013 0.884
S 0.716 3.835 2.316
O 1.746 2.984 2.894
C 0.625 5.405 3.190
C -0.875 5.737 3.291
C -1.766 4.457 3.266
C -0.936 3.243 2.836
H 1.305 6.164 2.808
H 0.999 5.253 4.207
H -1.021 6.396 4.140
H -1.179 6.208 2.354
H -2.667 4.585 2.668
H -2.201 4.266 4.249
H -1.310 2.547 2.093
H -0.579 2.666 3.691
O -2.054 0.066 1.371
S -0.782 0.164 0.646
O 0.353 0.578 1.418
C -0.385 -1.384 -0.280
C -0.433 -0.968 -1.760
C -0.219 0.577 -1.843
C -0.997 1.299 -0.758
H -1.144 -2.143 -0.119
H 0.626 -1.642 0.026
H 0.414 -1.354 -2.319
H -1.430 -1.132 -2.165
H -0.436 0.910 -2.857
H 0.857 0.743 -1.728
H -2.053 1.360 -1.020
H -0.657 2.252 -0.355
O -1.969 -5.997 -3.387
S -1.598 -4.602 -3.287
O -1.529 -3.867 -2.028
C -0.152 -4.291 -4.315
C -0.497 -3.186 -5.307
C -1.989 -3.503 -5.691
C -2.713 -3.628 -4.365
H -0.048 -5.265 -4.796
H 0.735 -4.158 -3.697
H -0.403 -2.164 -4.950
H 0.044 -3.359 -6.237
H -1.947 -4.438 -6.251
H -2.381 -2.696 -6.307
H -3.699 -4.089 -4.412
H -2.839 -2.617 -3.975
*
```

Computed properties:
Molecular weight, g/mol: 922.835
HOMO-LUMO gap, eV: 10.0322
Energy above the lowest of the compared OMol25 structures with the same formula, charge and spin, kJ/mol: 0.0
E_HOMO, eV: -10.474
SMILES: O=C1OC[C@@H](F)O1.O=C1OC[C@@H](F)O1.O=C1OC[C@@H](F)O1.C[N+](=O)[O-].C[N+](=O)[O-].C[N+](=O)[O-].C[N+](=O)[O-].O=S1(=O)CCCC1.O=S1(=O)CCCC1.O=S1(=O)CCCC1

(6)
The following is a DFT calculation (the ωB97M-V functional and the def2-TZVPD basis) of a structure of composition C5H9ErMgO4 at a distorted geometry.

The geometry in ORCA input format:
```
! wB97M-V def2-TZVPD RIJCOSX def2/J DEFGRID3
* xyz 1 5
O -0.099 -1.578 -0.409
C -1.352 -1.552 0.192
C -1.612 -0.132 0.669
O -1.326 0.697 -0.454
C -2.462 1.137 -1.182
Mg 0.607 0.948 -1.229
H -1.642 -2.239 1.007
H -2.084 -1.798 -0.601
H -0.991 0.202 1.513
H -2.645 -0.032 1.036
H -2.206 2.032 -1.764
H -2.754 0.337 -1.874
H -3.279 1.327 -0.470
O 3.473 -1.470 0.986
C 4.122 -0.371 0.959
C 3.295 0.794 0.418
O 1.965 0.498 0.107
Er 1.809 -1.592 0.317
H 3.873 1.220 -0.427
H 3.309 1.573 1.207
*
```

Computed properties:
Molecular weight, g/mol: 324.688
HOMO-LUMO gap (alpha / beta), eV: 4.8169 / 6.1639
Energy above the lowest of the compared OMol25 structures with the same formula, charge and spin, kJ/mol: 133.9
E_HOMO (alpha / beta), eV: -9.565 / -11.074
⟨S²⟩: 6.01